(1)
{
  "formula": "C8H8BBrFNO15PS",
  "method": "ωB97M-V/def2-TZVPD",
  "species": ["N", "C", "C", "C", "F", "O", "S", "O", "O", "O", "C", "Br", "P", "O", "O", "O", "H", "H", "H", "H", "H", "H", "H", "H", "B", "O", "C", "O", "C", "O", "O", "O", "C", "O", "C", "O", "O"],
  "positions_angstrom": [[5.570602, -2.386257, -1.765924], [4.368563, -1.832675, -1.031072], [3.197662, -1.230447, -2.061214], [2.163206, -0.378768, -1.116516], [2.212755, -0.795459, 0.309908], [2.546498, 1.050205, -1.214813], [1.255811, 1.804277, -0.343257], [1.935113, 2.096274, 1.018423], [1.044790, 3.115468, -1.151537], [0.034789, 0.592897, -0.431676], [0.556421, -0.342766, -1.483176], [-0.022237, 0.631961, -3.164657], [-0.311128, -2.045250, -1.179144], [0.744740, -3.228107, -1.266001], [-1.027908, -1.923315, 0.441713], [-1.692145, -2.271503, -2.273172], [6.309395, -2.526053, -1.015336], [5.980828, -1.630847, -2.393307], [4.754422, -0.956926, -0.321453], [3.876196, -2.664715, -0.337002], [3.667879, -0.464965, -2.839725], [2.709490, -2.108240, -2.666847], [-0.303759, -2.178789, 1.115841], [-1.574095, -3.160547, -2.724064], [-3.691307, 1.755848, 2.145701], [-4.354470, 2.528566, 1.090531], [-4.444458, 1.726926, 0.020096], [-4.948043, 2.057589, -1.041205], [-3.864870, 0.443691, 0.319573], [-3.790067, -0.506209, -0.442820], [-3.408004, 0.433128, 1.579797], [-2.456314, 2.415764, 2.581256], [-2.589392, 2.663238, 3.891888], [-1.737837, 3.209168, 4.574592], [-3.869829, 2.192181, 4.351123], [-4.296110, 2.268136, 5.492145], [-4.547184, 1.646520, 3.331329]],
  "atomic_forces_ev_per_a": [[0.5, 1.2, 0.7], [-0.4, 0.9, 0.7], [0.8, 0.0, 0.6], [0.7, -0.1, -0.9], [-0.2, 0.8, -3.3], [-3.3, -2.9, 1.7], [4.1, 7.0, 1.5], [-3.7, -2.1, -4.6], [-0.4, -5.6, 2.7], [3.0, 0.8, -0.8], [-0.6, 1.0, 1.1], [0.9, -1.5, 0.8], [-0.4, -4.7, 1.3], [-3.5, 4.4, 0.0], [2.8, -0.5, -2.9], [3.4, 0.0, 2.1], [-1.2, 0.1, -1.3], [-0.8, -1.2, 1.1], [-1.3, -1.7, -1.4], [1.1, 1.8, -1.7], [-1.0, -1.5, 1.8], [0.7, 1.8, 1.5], [-1.3, 0.6, -1.7], [0.2, 1.4, 0.9], [0.0, 0.1, 0.1], [0.0, -0.8, -0.8], [-2.0, 3.9, -1.7], [0.7, -0.6, 1.3], [1.7, -4.3, 0.3], [-0.1, 1.3, 0.8], [-0.4, 0.2, -1.0], [-0.3, 0.1, 1.0], [4.3, 1.8, -0.6], [-1.2, -0.8, -0.8], [-3.9, -1.2, 2.3], [0.7, 0.0, -1.5], [0.7, 0.4, 0.7]],
  "homo_energy_ha": -0.26815,
  "homo_lumo_gap_ev": 8.45,
  "energy_ha": -4931.48987,
  "spin_multiplicity": 1,
  "charge": -1
}



(2)
{
  "formula": "C5H3ClN2O",
  "method": "ωB97M-V/def2-TZVPD",
  "species": ["C", "C", "C", "C", "C", "N", "N", "O", "Cl", "H", "H", "H"],
  "positions_angstrom": [[1.412304, 1.717927, 0.133296], [-0.397684, -1.295687, 0.557124], [0.414908, 0.828345, -0.248733], [0.520855, -0.243588, 0.631690], [-1.531034, 0.108188, -0.941144], [2.155056, 1.153619, 1.051750], [-1.347381, -1.091656, -0.378440], [1.610057, -0.059391, 1.397795], [-2.121201, 0.236368, -2.514497], [1.677807, 2.678282, -0.257698], [-0.402358, -2.180815, 1.161623], [-1.991331, -1.851591, -0.592765]],
  "atomic_forces_ev_per_a": [[0.1, -1.1, -0.6], [2.1, 0.7, 2.1], [-2.7, -0.7, 0.0], [-0.2, 0.4, -1.4], [2.5, 1.4, 1.1], [1.0, 0.8, 1.1], [-2.7, -0.7, -1.9], [0.0, -0.5, 0.2], [-0.6, -0.5, -0.3], [0.1, 0.2, 0.0], [-0.1, -0.2, 0.0], [0.5, 0.0, -0.3]],
  "homo_energy_ha": [-0.24179, -0.35126],
  "homo_lumo_gap_ev": [6.90, 7.99],
  "de_lowest_kcal_mol": 8.7,
  "energy_ha": -837.01494,
  "spin_multiplicity": 3
}



(3)
{
  "formula": "C28H27N4PSW",
  "method": "ωB97M-V/def2-TZVPD",
  "species": ["W", "N", "C", "S", "N", "N", "C", "C", "C", "C", "C", "C", "N", "H", "H", "H", "H", "H", "H", "H", "C", "C", "C", "C", "C", "C", "C", "P", "C", "C", "C", "C", "C", "C", "C", "C", "C", "C", "C", "C", "C", "C", "H", "H", "H", "H", "H", "H", "H", "H", "H", "H", "H", "H", "H", "H", "H", "H", "H", "H", "H", "H"],
  "positions_angstrom": [[1.206706, 0.827211, 0.337768], [4.599023, 1.551153, 3.119493], [3.758968, 1.468921, 2.088925], [2.070344, 1.834069, 2.369633], [4.256949, 1.150638, 0.914848], [3.285249, 1.169508, -0.049966], [3.684165, 1.166477, -1.273798], [2.643394, 1.237246, -2.287122], [2.892332, 1.392750, -3.634437], [1.815008, 1.558682, -4.495070], [0.530559, 1.578376, -3.976138], [0.352139, 1.401981, -2.617087], [1.386301, 1.213529, -1.783844], [4.280788, 1.856169, 4.022148], [5.589974, 1.464053, 2.955189], [4.743660, 1.174778, -1.500669], [3.912157, 1.403779, -3.994243], [1.980092, 1.689194, -5.556278], [-0.332034, 1.729785, -4.609496], [-0.631625, 1.422360, -2.169035], [-0.927470, -1.760058, -2.694261], [-1.515752, -2.549579, -1.556176], [-2.060306, -3.808828, -1.779699], [-2.626113, -4.539705, -0.744478], [-2.662680, -4.028172, 0.545623], [-2.120787, -2.779699, 0.797287], [-1.552092, -2.048654, -0.247825], [-0.911424, -0.415727, 0.115027], [-0.218526, -0.460560, 1.799315], [-0.830478, 0.192283, 2.888314], [-0.334535, 0.024255, 4.158969], [0.787128, -0.786193, 4.358180], [1.418061, -1.414088, 3.299695], [0.938819, -1.265605, 2.000950], [1.611744, -1.994985, 0.860595], [-2.160119, 0.851037, 0.033174], [-3.513297, 0.572248, -0.168565], [-4.406381, 1.619982, -0.299239], [-3.940767, 2.929589, -0.231830], [-2.594402, 3.197029, -0.031754], [-1.673191, 2.160418, 0.098233], [-0.205956, 2.472486, 0.352777], [-1.017263, -2.303218, -3.632683], [0.134250, -1.550204, -2.533858], [-1.446841, -0.806341, -2.822186], [-2.043722, -4.221306, -2.780666], [-3.043707, -5.517080, -0.947477], [-3.107957, -4.597926, 1.349655], [-2.139355, -2.377587, 1.803276], [-1.700330, 0.813603, 2.709833], [-0.811658, 0.509987, 4.999337], [1.172076, -0.924961, 5.360582], [2.288389, -2.033049, 3.477941], [2.493232, -2.529788, 1.206615], [1.970694, -1.345139, 0.029855], [0.923177, -2.695176, 0.384999], [-3.858871, -0.452900, -0.226314], [-5.457677, 1.420722, -0.455377], [-4.635825, 3.752086, -0.339073], [-2.251201, 4.223409, 0.022540], [-0.133732, 2.947227, 1.334826], [0.140703, 3.229500, -0.356962]],
  "atomic_forces_ev_per_a": [[0.2, 0.1, 0.4], [-0.1, 0.0, 0.0], [0.3, 0.0, 0.0], [0.0, -0.1, -0.2], [-0.4, 0.0, -0.1], [0.4, 0.0, 0.0], [0.0, 0.0, -0.2], [0.2, 0.0, 0.2], [0.0, 0.0, -0.1], [0.1, 0.0, 0.0], [0.0, 0.0, 0.0], [0.1, 0.1, 0.0], [-0.1, 0.0, 0.0], [0.0, 0.0, 0.0], [0.0, 0.0, 0.0], [0.0, 0.0, 0.0], [0.0, 0.0, 0.0], [0.0, 0.0, 0.0], [0.0, 0.0, 0.0], [0.0, 0.0, 0.0], [0.0, 0.0, 0.0], [0.0, 0.0, -0.1], [0.0, 0.0, 0.0], [0.0, 0.0, 0.0], [0.0, 0.0, 0.0], [0.0, -0.1, 0.0], [0.1, 0.0, -0.1], [-0.1, 0.1, 0.2], [-0.2, -0.1, -0.1], [0.0, 0.0, 0.0], [0.0, 0.0, 0.0], [0.0, 0.0, 0.0], [0.0, 0.0, 0.0], [0.0, 0.0, -0.1], [-0.1, 0.0, 0.1], [0.0, -0.1, -0.1], [0.0, 0.0, 0.0], [0.0, 0.0, 0.0], [0.0, 0.0, 0.0], [0.0, 0.0, 0.0], [0.1, 0.2, 0.0], [-0.2, -0.3, 0.0], [0.0, 0.0, 0.0], [0.0, 0.0, 0.0], [0.0, 0.0, 0.0], [0.0, 0.0, 0.0], [0.0, 0.0, 0.0], [0.0, 0.0, 0.0], [0.0, 0.0, 0.0], [0.0, 0.0, 0.0], [0.0, 0.0, 0.0], [0.0, 0.0, 0.0], [0.0, 0.0, 0.0], [0.0, 0.0, 0.0], [0.0, 0.0, -0.1], [0.0, 0.0, 0.0], [0.0, 0.0, 0.0], [0.0, 0.0, 0.0], [0.0, 0.0, 0.0], [0.0, 0.0, 0.0], [0.0, 0.1, 0.0], [0.0, 0.0, 0.0]],
  "homo_energy_ha": [-0.50867, -0.52885],
  "homo_lumo_gap_ev": [6.77, 7.09],
  "energy_ha": -2108.32664,
  "spin_multiplicity": 3,
  "charge": 2
}



(4)
{
  "formula": "C11H20BrO5PS",
  "method": "ωB97M-V/def2-TZVPD",
  "species": ["C", "C", "C", "C", "Br", "O", "C", "C", "C", "O", "O", "C", "O", "P", "S", "H", "H", "H", "H", "H", "H", "H", "H", "H", "H", "H", "H", "C", "C", "C", "O", "H", "H", "H", "H", "H", "H", "H", "H"],
  "positions_angstrom": [[1.461580, -1.987881, 1.816612], [0.251143, -1.823310, 1.693266], [-1.305611, -1.959631, 1.701504], [-1.961337, -0.746329, 0.838751], [-2.499279, 0.639908, 2.154165], [-3.022397, -1.333508, 0.115344], [-3.956753, -0.364658, -0.419763], [-5.323762, -0.461115, 0.421187], [-5.829777, 0.917776, 1.040303], [-5.214861, -1.486549, 1.444449], [-0.947829, -0.329504, -0.104830], [-0.678014, 1.066604, -0.065409], [-1.316893, 1.928487, -0.612645], [0.877695, 1.639779, 0.898328], [0.869840, 3.576312, 1.237037], [2.531945, -2.289680, 1.989367], [-1.698259, -1.836543, 2.754468], [-1.632748, -2.935149, 1.227540], [-4.205590, -0.724763, -1.475951], [-3.542171, 0.678278, -0.538469], [-6.139937, -0.845206, -0.276591], [-5.355525, 1.819513, 0.555079], [-5.719993, 0.885034, 2.164037], [-6.951213, 0.973991, 0.833827], [-4.798257, -1.096172, 2.239288], [2.021442, 1.404994, 0.046060], [1.100906, 0.881617, 2.084485], [5.653589, 0.938733, -3.065060], [5.095717, 0.747489, -1.663601], [5.596645, -0.546048, -1.040235], [3.669643, 0.727384, -1.718648], [5.338535, 0.123903, -3.724563], [5.276946, 1.865376, -3.504513], [6.745373, 0.975584, -3.053792], [5.383673, 1.593695, -1.035104], [5.279634, -1.411634, -1.630540], [5.179268, -0.675922, -0.038514], [6.686699, -0.553662, -0.968392], [3.403217, -0.017877, -2.272660]],
  "atomic_forces_ev_per_a": [[-1.0, -0.4, 0.1], [0.2, -1.3, 0.7], [0.9, 1.3, -0.5], [0.4, -3.3, -0.6], [0.2, -0.1, -0.4], [1.0, 2.3, 0.9], [-1.2, -0.6, -1.2], [-0.3, 0.2, 0.2], [-0.9, -0.7, -0.5], [-0.2, 1.1, -0.3], [-0.8, 2.2, 0.9], [-0.2, 0.7, -0.7], [0.8, -2.0, 0.7], [1.2, 1.7, 0.0], [-0.3, -0.7, 0.0], [-1.9, 0.8, -0.4], [0.6, -0.6, -1.2], [0.5, 1.2, 0.6], [0.5, 0.4, 1.4], [-0.3, -1.2, 0.5], [1.2, 0.4, 0.9], [-0.3, -1.0, 0.7], [0.1, 0.3, -1.3], [1.4, 0.1, 0.4], [-0.2, -0.2, -0.7], [-0.9, -0.7, 0.3], [-0.4, -0.2, -0.8], [0.0, 0.3, -0.1], [0.1, -0.5, -0.4], [0.0, 0.0, 0.3], [-0.2, 0.2, 0.2], [0.1, -0.1, 0.1], [0.1, 0.0, 0.1], [-0.1, 0.0, 0.0], [-0.2, 0.0, 0.0], [0.1, 0.1, -0.1], [0.1, 0.1, 0.0], [-0.1, 0.0, 0.0], [0.1, 0.1, 0.1]],
  "homo_energy_ha": -0.31016,
  "smiles": "C#CC[C@](Br)(OC[C@H](C)O)OC(=O)[PH2]=S.CC(C)O",
  "homo_lumo_gap_ev": 8.28,
  "energy_ha": -4120.72462,
  "spin_multiplicity": 1
}



(5)
{
  "formula": "C8H14NO4",
  "method": "ωB97M-V/def2-TZVPD",
  "species": ["C", "C", "O", "O", "C", "C", "C", "C", "N", "C", "C", "O", "O", "H", "H", "H", "H", "H", "H", "H", "H", "H", "H", "H", "H", "H", "H"],
  "positions_angstrom": [[3.339419, -0.449042, 0.038362], [2.288806, 0.493102, 0.774137], [1.829874, 0.083716, 1.867726], [1.852126, 1.762086, 0.305741], [1.252212, 1.675062, -1.012072], [-0.335466, 1.438984, -1.034110], [-1.061222, 1.470050, 0.390887], [-2.315958, 0.428620, 0.320413], [-2.152472, -0.737654, 1.223522], [-1.049238, -1.642309, 0.799510], [-1.452410, -2.647992, -0.393764], [-1.083609, -3.870143, -0.301257], [-2.201114, -2.277103, -1.486589], [2.818871, -1.272797, -0.567675], [4.093667, 0.148162, -0.580324], [3.941735, -0.985304, 0.852949], [1.484648, 2.670462, -1.546979], [1.736425, 0.870118, -1.684314], [-0.781017, 2.313767, -1.642652], [-0.570795, 0.499399, -1.654544], [-1.515239, 2.491526, 0.598529], [-0.428448, 1.119644, 1.266972], [-3.273268, 0.975167, 0.668253], [-2.506331, 0.143404, -0.776724], [-3.020663, -1.283351, 1.318036], [-0.080966, -1.098880, 0.553111], [-0.809569, -2.318697, 1.702853]],
  "atomic_forces_ev_per_a": [[0.4, 0.4, 0.0], [-1.5, -1.4, 3.3], [1.8, 1.7, -3.6], [0.7, -2.6, -0.6], [-0.2, 0.6, -2.1], [0.0, 0.8, -0.2], [-1.2, -1.4, -0.3], [-1.0, 0.9, -0.2], [0.9, 0.5, -0.7], [-0.3, -1.5, 0.2], [-1.8, -1.9, -3.9], [-0.1, 2.7, 0.8], [2.7, 0.2, 4.5], [0.6, 1.4, 0.8], [-1.3, -0.9, 0.6], [-1.1, 0.9, -1.0], [-0.3, -1.4, 1.1], [-0.5, 1.1, 1.3], [0.7, -1.4, 0.8], [0.3, 1.2, 1.3], [0.9, -1.2, -0.2], [-0.6, 0.7, -1.2], [1.4, -0.7, -0.4], [0.4, 0.1, 1.5], [0.7, 0.5, -0.4], [-1.4, -0.4, 0.3], [-0.2, 1.0, -1.5]],
  "homo_energy_ha": -0.13778,
  "smiles": "CC(=O)OCCCCNCC(=O)[O-]",
  "homo_lumo_gap_ev": 6.69,
  "de_lowest_kcal_mol": 0.0,
  "energy_ha": -668.91465,
  "spin_multiplicity": 1,
  "charge": -1
}



(6)
{
  "formula": "CHIOS2",
  "method": "ωB97M-V/def2-TZVPD",
  "species": ["C", "O", "S", "S", "I", "H"],
  "positions_angstrom": [[-1.383263, -0.358598, -0.160749], [-0.805221, -0.848014, -1.040987], [1.640939, 1.097173, -0.399015], [0.198098, 1.628770, 0.791245], [2.635225, -0.983502, 0.402939], [-2.285778, -0.535829, 0.406567]],
  "atomic_forces_ev_per_a": [[2.3, 1.3, -0.4], [-0.7, 0.2, 0.7], [0.2, -0.3, -0.3], [-1.2, -1.2, -0.2], [0.0, 0.2, 0.0], [-0.5, -0.2, 0.2]],
  "homo_energy_ha": [-0.30203, -0.30055],
  "homo_lumo_gap_ev": [7.39, 6.92],
  "de_lowest_kcal_mol": 42.6,
  "energy_ha": -1207.94286,
  "spin_multiplicity": 1
}



(7)
{
  "formula": "C7H7I2O2",
  "method": "ωB97M-V/def2-TZVPD",
  "species": ["C", "C", "C", "C", "O", "C", "I", "C", "O", "C", "I", "H", "H", "H", "H", "H", "H", "H"],
  "positions_angstrom": [[0.970225, 0.260252, -1.459794], [0.418659, 0.323987, -0.006611], [1.239593, 1.062998, 1.083696], [-0.983043, 0.941260, -0.062043], [-1.127504, 2.144216, -0.181288], [-1.942342, -0.115751, -0.023853], [-4.062878, 0.243075, -0.226380], [-1.383129, -1.399605, 0.241306], [-2.002503, -2.457869, 0.331070], [0.080726, -1.128371, 0.491766], [1.152645, -2.910099, -0.188225], [1.591568, -0.693696, -1.731361], [1.634251, 1.077229, -1.709298], [0.030504, 0.211671, -2.159677], [2.203512, 0.532482, 1.459662], [0.450445, 1.157161, 1.909795], [1.562361, 1.964162, 0.642241], [0.166916, -1.213098, 1.589002]],
  "atomic_forces_ev_per_a": [[-0.7, -1.7, -1.3], [1.0, -2.2, 0.2], [-0.3, -2.1, 0.8], [-0.9, -0.8, -0.3], [-0.1, 0.9, 0.0], [-0.2, 0.5, 0.0], [1.3, -0.3, 0.1], [-2.1, 1.0, -0.5], [0.9, -0.2, 0.1], [0.0, -0.4, 0.7], [0.2, 0.4, 0.2], [-1.2, 1.6, 0.9], [-0.3, 0.5, -0.1], [1.9, 0.3, 1.0], [-1.8, 0.5, -0.7], [1.7, 0.4, -0.7], [0.1, 1.5, 0.0], [0.3, 0.1, -0.4]],
  "homo_energy_ha": -0.15412,
  "smiles": "CC1(C)C(=O)C(I)=C([O-])[C@H]1I",
  "homo_lumo_gap_ev": 6.86,
  "de_lowest_kcal_mol": 3.5,
  "energy_ha": -1016.86105,
  "spin_multiplicity": 1,
  "charge": -1
}



(8)
{
  "formula": "C5H6O",
  "method": "ωB97M-V/def2-TZVPD",
  "species": ["C", "C", "O", "C", "C", "C", "H", "H", "H", "H", "H", "H"],
  "positions_angstrom": [[-1.121785, 0.370927, 0.522776], [-0.512524, -0.882135, -0.177694], [-0.601954, -0.140583, -1.437024], [-0.328106, 0.961271, -0.628028], [1.351377, 0.420951, -0.002136], [0.972889, -0.824023, 0.172509], [-2.215322, 0.386085, 0.420844], [-0.801857, 0.631956, 1.527687], [-1.005951, -1.853632, -0.202611], [0.375240, 1.726228, -0.849089], [2.348140, 0.876299, 0.139831], [1.539850, -1.673340, 0.512933]],
  "atomic_forces_ev_per_a": [[0.1, 0.1, 0.2], [-0.1, -0.6, 0.2], [0.4, 0.0, -0.1], [2.6, -0.5, 1.1], [-0.7, -0.6, 0.1], [0.0, -0.3, 0.2], [0.3, 0.3, -0.2], [0.0, -0.2, 0.0], [-0.1, 0.1, 0.0], [-1.6, 2.1, -1.3], [-0.9, -0.1, -0.2], [0.1, -0.2, 0.0]],
  "homo_energy_ha": -0.33005,
  "homo_lumo_gap_ev": 10.15,
  "de_lowest_kcal_mol": 104.4,
  "energy_ha": -269.17986,
  "spin_multiplicity": 1
}